No. 1
A cluster of 8 separate species, C37H92F6N9O5P in total at a distorted geometry, computed with ωB97M-V/def2-TZVPD.

As for the charge: +6. The value obtained for the energy relative to the best compared isomer or geometry (same formula, charge and spin) is 0.720 eV. For the gap between HOMO and LUMO, the calculation gives 9.871 eV. As for the LUMO energy: -11.50 eV.

Geometry (Å):
C -0.090 -1.462 -4.718
N 0.353 -0.353 -5.608
C 0.110 -0.735 -7.067
C -0.528 0.848 -5.384
C 1.779 0.032 -5.409
C 2.241 1.322 -6.034
O 2.218 1.330 -7.438
H 0.259 -2.427 -5.073
H -1.171 -1.365 -4.730
H 0.257 -1.287 -3.700
H 0.298 0.109 -7.719
H -0.874 -1.185 -7.140
H 0.875 -1.486 -7.271
H -0.292 1.305 -4.425
H -1.571 0.549 -5.456
H -0.360 1.540 -6.204
H 2.420 -0.814 -5.669
H 1.940 0.129 -4.327
H 3.269 1.501 -5.696
H 1.706 2.167 -5.596
H 3.092 1.105 -7.775
C -4.924 -1.565 6.070
N -4.872 -2.562 4.973
C -4.914 -3.935 5.606
C -6.099 -2.417 4.125
C -3.673 -2.418 4.108
C -2.288 -2.620 4.723
O -2.152 -3.887 5.303
H -4.063 -1.673 6.722
H -5.838 -1.715 6.637
H -4.922 -0.562 5.643
H -4.607 -4.727 4.934
H -5.926 -4.132 5.961
H -4.292 -3.916 6.493
H -6.033 -1.496 3.550
H -6.939 -2.381 4.814
H -6.241 -3.250 3.442
H -3.666 -1.367 3.793
H -3.760 -2.991 3.186
H -2.158 -1.829 5.477
H -1.590 -2.411 3.902
H -1.245 -4.012 5.603
C 1.030 1.556 4.177
N -0.154 2.438 4.366
C 0.272 3.838 4.041
C -1.280 2.111 3.422
C -0.543 2.480 5.844
C -1.195 1.345 6.613
O -2.561 1.090 6.260
H 0.770 0.528 4.426
H 1.779 1.892 4.890
H 1.397 1.588 3.155
H 0.814 3.802 3.096
H 0.968 4.212 4.789
H -0.597 4.481 3.948
H -2.201 2.468 3.880
H -1.368 1.025 3.420
H -1.087 2.518 2.436
H -1.203 3.338 5.971
H 0.422 2.689 6.305
H -1.181 1.771 7.620
H -0.659 0.394 6.647
H -3.086 1.123 7.067
C 3.251 -0.559 1.819
N 4.060 -1.356 0.821
C 3.787 -2.795 1.241
C 3.530 -1.015 -0.530
C 5.515 -0.934 0.862
C 6.308 -1.191 2.121
O 6.298 -2.581 2.389
H 3.315 0.507 1.598
H 3.589 -0.758 2.831
H 2.225 -0.875 1.649
H 2.742 -3.045 1.101
H 4.169 -2.915 2.244
H 4.388 -3.341 0.512
H 2.480 -1.298 -0.528
H 4.053 -1.606 -1.280
H 3.634 0.047 -0.719
H 5.461 0.154 0.731
H 5.990 -1.278 -0.055
H 6.038 -0.595 2.997
H 7.308 -0.829 1.845
H 7.073 -2.775 2.930
C 3.963 4.660 0.151
N 2.915 5.217 -0.773
C 1.962 6.111 -0.004
C 3.624 6.003 -1.818
C 2.173 4.033 -1.355
C 1.378 4.296 -2.614
O 0.491 5.365 -2.402
H 4.734 4.186 -0.449
H 3.496 3.881 0.755
H 4.340 5.448 0.795
H 1.665 6.882 -0.711
H 2.500 6.641 0.776
H 1.081 5.551 0.279
H 4.180 5.347 -2.488
H 4.249 6.783 -1.393
H 2.888 6.457 -2.482
H 1.626 3.510 -0.571
H 2.938 3.280 -1.576
H 0.844 3.342 -2.763
H 2.019 4.395 -3.493
H 0.123 5.682 -3.235
C -4.415 -0.495 -2.234
C -5.282 0.699 -1.885
N -4.548 1.975 -1.900
C -4.341 2.743 -3.022
C -3.672 3.840 -2.611
N -3.423 3.690 -1.271
C -3.934 2.532 -0.865
C -2.600 4.585 -0.462
H -3.925 -0.873 -1.333
H -3.599 -0.309 -2.933
H -5.011 -1.312 -2.638
H -5.748 0.647 -0.902
H -6.133 0.764 -2.562
H -4.672 2.433 -3.997
H -3.349 4.688 -3.188
H -3.859 2.029 0.081
H -1.605 4.632 -0.904
H -2.521 4.180 0.543
H -3.032 5.583 -0.448
C 0.632 -3.880 -0.517
C 0.083 -4.276 -1.887
N 0.424 -5.646 -2.269
C 0.487 -6.742 -1.436
C 0.814 -7.818 -2.178
N 1.012 -7.353 -3.471
C 0.780 -6.057 -3.492
C 1.423 -8.194 -4.603
H 0.016 -4.218 0.315
H 0.646 -2.794 -0.413
H 1.665 -4.222 -0.447
H 0.551 -3.617 -2.620
H -0.983 -4.058 -1.959
H 0.287 -6.659 -0.383
H 0.939 -8.869 -1.981
H 1.030 -5.421 -4.325
H 2.387 -7.843 -4.967
H 0.732 -8.069 -5.435
H 1.438 -9.241 -4.326
P -0.466 0.493 -0.736
F 0.964 0.634 -1.511
F -0.685 -0.957 -1.495
F 0.267 -0.391 0.420
F -1.904 0.379 -0.032
F -0.150 1.868 0.043
F -1.193 1.240 -1.966

---

No. 2
A cluster of 2 separate species, C34H37NO5 in total at a distorted geometry, computed with ωB97M-V/def2-TZVPD.

For the gap between HOMO and LUMO, the calculation gives 6.065 eV. As for the LUMO energy: -1.19 eV.

Geometry (Å):
C -6.174 -1.926 3.698
O -5.374 -0.738 3.893
C -4.227 -0.613 3.172
C -3.538 0.622 3.275
C -2.426 0.856 2.488
C -1.939 -0.152 1.646
C -0.783 0.124 0.691
C 0.559 -0.306 1.085
C 0.842 -1.719 1.247
O 0.316 -2.592 0.571
O 1.830 -2.078 2.147
C 1.956 -1.223 3.312
C 0.726 -1.354 4.196
C 3.234 -1.623 4.042
O 2.159 0.141 2.865
C 1.356 0.632 1.866
O 1.374 1.833 1.643
C -2.570 -1.394 1.594
C -3.730 -1.628 2.323
H -7.023 -1.787 4.366
H -6.515 -2.004 2.656
H -5.613 -2.829 3.975
H -3.918 1.371 3.964
H -1.909 1.818 2.520
H -0.995 -0.435 -0.226
H -0.713 1.195 0.474
H -0.182 -1.006 3.687
H 0.606 -2.409 4.479
H 0.877 -0.766 5.110
H 4.100 -1.451 3.399
H 3.339 -1.018 4.948
H 3.192 -2.679 4.321
H -2.141 -2.184 0.974
H -4.240 -2.588 2.236
C -0.286 -1.821 -4.192
C -1.387 -1.324 -3.257
C -2.727 -1.286 -3.999
C -1.545 -2.241 -2.049
C -1.012 0.075 -2.791
N -1.776 1.146 -3.090
C -1.211 2.326 -2.602
C -0.017 1.979 -1.945
C 0.663 2.941 -1.206
C 0.201 4.262 -1.237
C -0.978 4.596 -1.921
C -1.722 3.616 -2.595
C 0.143 0.528 -2.078
C 1.140 -0.191 -1.392
C 2.501 0.284 -1.356
C 3.010 1.267 -2.251
C 4.291 1.775 -2.090
C 5.129 1.289 -1.081
C 6.492 1.883 -0.897
C 4.677 0.240 -0.269
C 3.404 -0.277 -0.425
H 0.686 -1.860 -3.688
H -0.530 -2.825 -4.560
H -0.200 -1.153 -5.058
H -3.540 -0.953 -3.342
H -2.689 -0.653 -4.893
H -2.974 -2.302 -4.330
H -2.355 -1.873 -1.403
H -1.820 -3.251 -2.385
H -0.641 -2.336 -1.441
H -2.653 1.128 -3.603
H 1.520 2.649 -0.606
H 0.768 5.029 -0.710
H -1.321 5.630 -1.917
H -2.660 3.827 -3.106
H 0.981 -1.250 -1.181
H 2.383 1.636 -3.064
H 4.649 2.573 -2.746
H 7.044 1.343 -0.123
H 7.072 1.850 -1.827
H 6.424 2.936 -0.598
H 5.336 -0.164 0.502
H 3.074 -1.135 0.168

---

No. 3
The molecule C17H32N2O, computed with ωB97M-V/def2-TZVPD.

The value obtained for the energy relative to the best compared isomer or geometry (same formula, charge and spin) is 0.072 eV. For the gap between HOMO and LUMO, the calculation gives 9.480 eV. As for the LUMO energy: 0.72 eV.

Geometry (Å):
C -4.422 0.880 -1.196
C -3.292 0.992 -0.163
C -3.577 2.215 0.718
C -1.932 1.180 -0.870
C -0.814 0.673 0.037
N 0.490 1.041 -0.472
C 1.391 1.749 0.248
O 1.150 2.176 1.358
C 2.714 1.996 -0.459
C 3.916 1.634 0.420
C 4.281 0.145 0.474
C 3.198 -0.735 1.127
C 3.118 -1.997 0.269
C 3.410 -1.484 -1.136
C 4.544 -0.485 -0.912
C -0.924 -0.846 0.187
C -2.397 -1.296 0.419
C -2.459 -2.221 1.640
C -2.904 -2.082 -0.797
N -3.299 -0.189 0.701
H -5.372 0.765 -0.682
H -4.283 0.024 -1.846
H -4.458 1.778 -1.808
H -4.486 2.052 1.292
H -2.756 2.398 1.408
H -3.712 3.102 0.105
H -1.780 2.236 -1.098
H -1.909 0.625 -1.811
H -0.884 1.156 1.017
H 0.734 0.699 -1.388
H 2.754 3.069 -0.663
H 2.750 1.469 -1.412
H 4.790 2.181 0.055
H 3.704 1.982 1.433
H 5.198 0.081 1.068
H 3.437 -0.961 2.166
H 2.240 -0.220 1.116
H 2.151 -2.493 0.346
H 3.893 -2.706 0.568
H 3.688 -2.279 -1.827
H 2.527 -0.980 -1.534
H 4.604 0.264 -1.701
H 5.495 -1.020 -0.897
H -0.294 -1.168 1.016
H -0.539 -1.315 -0.722
H -1.848 -3.106 1.479
H -3.486 -2.531 1.814
H -2.097 -1.709 2.529
H -2.750 -1.533 -1.721
H -2.374 -3.029 -0.873
H -3.965 -2.282 -0.682
H -3.164 0.101 1.662

---

No. 4
A cluster of 9 separate species, C14H32N6O22S2 in total at a distorted geometry, computed with ωB97M-V/def2-TZVPD.

The value obtained for the energy relative to the best compared isomer or geometry (same formula, charge and spin) is 0.000 eV. For the gap between HOMO and LUMO, the calculation gives 8.329 eV. As for the LUMO energy: -1.16 eV.

Geometry (Å):
C -1.287 -1.794 -4.113
N -1.628 -3.098 -3.496
O -2.041 -3.111 -2.358
O -1.561 -4.086 -4.192
H -1.954 -1.027 -3.741
H -1.366 -1.942 -5.184
H -0.251 -1.583 -3.859
C 2.877 1.241 -4.587
N 1.475 1.658 -4.833
O 0.606 0.890 -4.487
O 1.283 2.706 -5.394
H 2.838 0.489 -3.803
H 3.455 2.103 -4.275
H 3.273 0.761 -5.478
C 4.729 -1.496 4.604
N 3.721 -0.421 4.495
O 3.190 -0.227 3.414
O 3.483 0.209 5.499
H 4.574 -2.173 5.435
H 5.693 -0.992 4.603
H 4.715 -2.107 3.701
C 1.875 -3.916 2.653
N 1.439 -5.005 3.570
O 2.184 -5.291 4.491
O 0.402 -5.564 3.321
H 0.968 -3.334 2.494
H 2.200 -4.407 1.741
H 2.650 -3.320 3.117
C 3.570 2.196 -0.210
N 4.541 1.343 -0.935
O 4.212 0.217 -1.271
O 5.574 1.860 -1.299
H 2.719 2.404 -0.853
H 4.178 3.068 0.016
H 3.155 1.793 0.709
C -2.635 3.047 1.306
N -3.830 3.267 0.450
O -4.280 4.392 0.389
O -4.170 2.347 -0.259
H -2.617 2.095 1.824
H -2.612 3.941 1.922
H -1.787 3.058 0.628
O -1.386 -0.352 -1.040
S -0.385 0.674 -0.904
O -0.345 1.800 -1.790
O -0.326 1.169 0.685
C 0.631 0.474 1.470
C 1.243 -0.574 0.539
O 1.066 0.011 -0.723
H 1.394 1.218 1.706
H 0.206 0.066 2.383
H 0.729 -1.524 0.706
H 2.306 -0.724 0.708
O -2.597 -0.918 2.081
S -2.717 -1.394 3.421
O -3.987 -1.832 3.912
O -1.628 -2.543 3.661
C -1.185 -2.455 5.014
C -1.011 -0.950 5.219
O -2.052 -0.331 4.450
H -1.914 -2.868 5.714
H -0.265 -3.016 5.163
H -0.019 -0.634 4.897
H -1.214 -0.690 6.256
O -3.626 1.054 -6.481
C -3.573 1.455 -5.359
C -2.430 2.260 -4.713
C -3.165 2.830 -3.508
C -4.143 1.723 -3.151
O -4.527 1.206 -4.434
H -1.604 1.578 -4.521
H -2.154 3.050 -5.408
H -2.510 3.165 -2.700
H -3.708 3.739 -3.775
H -3.681 0.930 -2.566
H -4.980 2.211 -2.662

---

No. 5
A structure of composition C30H38N7O9PReS2, computed with ωB97M-V/def2-TZVPD.

As for the charge: +2. The value obtained for the energy relative to the best compared isomer or geometry (same formula, charge and spin) is 0.209 eV. The spin multiplicity is 2. For the gap between HOMO and LUMO (spin up / spin down), the calculation gives 6.800 / 6.063 eV. As for the LUMO energy (spin up / spin down): -5.74 / -6.50 eV. The expectation value of S² is 0.7545.

Geometry (Å):
Re -0.108 -0.073 -0.227
N -6.356 0.897 5.138
C -5.121 1.020 4.589
C -4.191 -0.031 4.672
C -2.945 0.093 4.100
C -2.602 1.263 3.423
C -3.505 2.325 3.351
C -4.751 2.200 3.918
S -1.007 1.445 2.766
O -0.190 0.349 3.225
O -0.561 2.793 2.925
N -1.102 1.144 1.121
C -1.481 2.121 0.228
N -2.187 3.204 0.463
C -2.410 3.981 -0.597
C -1.957 3.683 -1.879
C -1.236 2.519 -2.040
N -0.997 1.750 -0.977
H -6.564 0.126 5.747
H -6.956 1.700 5.211
H -4.448 -0.929 5.220
H -2.213 -0.697 4.213
H -3.216 3.243 2.859
H -5.449 3.026 3.872
H -2.982 4.882 -0.411
H -2.159 4.335 -2.714
H -0.838 2.199 -2.993
C 2.696 2.230 3.490
C 2.482 1.856 2.050
O 2.666 0.413 1.896
P 1.796 -0.716 1.268
O 1.535 -1.760 2.409
C 1.702 -1.610 3.854
C 2.407 -2.832 4.382
O 2.756 -1.497 0.280
C 3.979 -2.167 0.722
C 5.182 -1.274 0.550
H 2.591 3.311 3.589
H 3.697 1.950 3.818
H 1.952 1.762 4.132
H 3.223 2.311 1.396
H 1.489 2.128 1.701
H 0.705 -1.499 4.269
H 2.262 -0.696 4.043
H 1.849 -3.738 4.147
H 2.490 -2.755 5.466
H 3.415 -2.924 3.977
H 4.040 -3.058 0.100
H 3.848 -2.481 1.757
H 5.315 -0.991 -0.494
H 6.074 -1.815 0.869
H 5.093 -0.374 1.156
O 1.561 -2.960 -2.338
C 1.893 -1.800 -2.336
N 1.030 -0.744 -2.005
S 1.821 0.663 -2.098
O 1.435 1.620 -3.079
O 1.555 1.158 -0.684
C 3.416 0.055 -2.431
C 4.586 0.744 -2.682
C 5.663 -0.013 -3.127
C 5.540 -1.386 -3.337
C 4.338 -2.048 -3.108
C 3.268 -1.304 -2.647
H 4.664 1.814 -2.543
H 6.608 0.474 -3.326
H 6.393 -1.942 -3.699
H 4.228 -3.109 -3.288
C -1.672 -2.213 -2.777
C -2.478 -1.382 -1.841
N -3.795 -1.448 -1.918
O -1.989 -0.582 -0.995
H -2.269 -3.006 -3.221
H -0.799 -2.636 -2.286
H -1.305 -1.563 -3.574
H -4.249 -2.049 -2.586
H -4.363 -0.866 -1.320
C -1.441 -4.334 1.857
C -2.038 -3.127 2.192
C -1.611 -1.971 1.577
N -0.631 -1.970 0.655
C -0.063 -3.142 0.317
C -0.442 -4.335 0.897
H -1.753 -5.255 2.331
H -2.832 -3.071 2.924
H -2.061 -1.019 1.807
H 0.714 -3.111 -0.432
H 0.051 -5.246 0.591

---

No. 6
A cluster of 5 separate species, C10H20O20S5 in total at a distorted geometry, computed with ωB97M-V/def2-TZVPD.

The value obtained for the energy relative to the best compared isomer or geometry (same formula, charge and spin) is 3.701 eV. For the gap between HOMO and LUMO, the calculation gives 10.912 eV. As for the LUMO energy: 0.10 eV.

Geometry (Å):
O 5.382 -2.541 4.619
S 4.095 -1.800 4.884
O 4.051 -0.847 5.939
O 3.509 -1.064 3.511
C 2.336 -1.805 3.129
C 1.775 -2.658 4.372
O 2.922 -2.954 5.106
H 1.547 -1.131 2.792
H 2.680 -2.473 2.339
H 1.245 -3.575 4.116
H 1.133 -2.111 5.063
O 2.149 0.322 0.298
S 1.302 0.213 -0.869
O 1.502 1.120 -1.960
O 0.868 -1.336 -1.360
C -0.481 -1.351 -1.817
C -1.140 -0.083 -1.392
O -0.309 0.300 -0.403
H -0.372 -1.365 -2.902
H -0.965 -2.276 -1.503
H -2.136 -0.263 -0.988
H -1.176 0.593 -2.246
O 5.164 5.041 3.647
S 4.319 4.446 2.628
O 3.794 5.282 1.563
O 4.959 3.062 1.959
C 4.487 1.851 2.520
C 3.521 2.263 3.601
O 3.112 3.596 3.332
H 4.003 1.270 1.735
H 5.350 1.344 2.950
H 4.099 2.216 4.523
H 2.627 1.645 3.690
O -4.988 -2.119 1.221
S -5.371 -2.013 -0.194
O -4.359 -1.688 -1.223
O -6.336 -3.293 -0.664
C -7.644 -3.029 -0.185
C -7.825 -1.505 -0.040
O -6.615 -0.943 -0.368
H -8.407 -3.285 -0.920
H -7.598 -3.489 0.803
H -7.979 -1.394 1.033
H -8.648 -0.953 -0.495
O -2.506 0.415 -5.693
S -1.476 1.353 -5.322
O -1.839 2.427 -4.363
O -0.010 0.606 -4.851
C 1.062 1.370 -5.252
C 0.645 2.307 -6.407
O -0.699 2.019 -6.613
H 1.356 1.874 -4.331
H 1.886 0.788 -5.666
H 1.250 2.296 -7.314
H 0.752 3.324 -6.029

---

no.,E_tot (a.u.)
1,-3272.436370
2,-1748.746645
3,-851.756236
4,-3332.198099
5,-3442.111328
6,-3888.529219